(1)
ORCA calculation (wB97M-V/def2-TZVPD) on C35H74F6O43S11 as an isolated structure.

Geometry (Å):
1 C 5.39050 5.61767 3.18727
2 C 5.30823 4.13830 3.46495
3 O 5.68701 3.28724 2.29810
4 C 4.61409 2.86284 1.58190
5 O 3.42188 2.91867 1.76568
6 C 5.21424 2.37342 0.18677
7 F 4.45684 1.42680 -0.35375
8 F 5.19030 3.43688 -0.62907
9 F 6.39497 1.87404 0.39181
10 H 6.39124 5.83405 2.86142
11 H 5.20128 6.19312 4.10987
12 H 4.67169 6.07065 2.52484
13 H 4.32102 3.70882 3.86602
14 H 6.09346 3.88050 4.17100
15 C 4.22788 -0.77813 2.23890
16 C 4.36964 -1.50387 0.94356
17 O 4.48658 -2.93148 1.16990
18 C 4.25064 -3.66987 0.11124
19 O 4.23634 -3.29516 -1.04168
20 C 4.08247 -5.17832 0.54832
21 F 2.83962 -5.40982 1.04886
22 F 4.30155 -6.05161 -0.44246
23 F 4.86099 -5.54905 1.54452
24 H 3.33662 -1.16586 2.75801
25 H 4.12532 0.28042 2.00199
26 H 5.13040 -0.87954 2.87556
27 H 5.18672 -1.11041 0.27321
28 H 3.41520 -1.33749 0.43358
29 O -0.82186 4.53691 2.10765
30 S -1.01092 3.84717 3.33039
31 O -0.94247 2.37873 3.44387
32 O -0.02005 4.49283 4.37872
33 C 0.01664 4.20504 5.77234
34 C 1.45767 3.72794 6.17577
35 C -2.63706 4.35648 4.06789
36 H -0.78974 3.55740 6.09636
37 H -0.16840 5.16345 6.24319
38 H 1.59225 3.62585 7.24881
39 H 2.18248 4.38026 5.66218
40 H 1.62268 2.70790 5.82347
41 H -3.38934 3.92235 3.48487
42 H -2.67286 5.45256 4.00608
43 H -2.69592 3.95959 5.05915
44 O -3.85296 -3.06416 -3.48798
45 S -2.46728 -3.42947 -3.51646
46 O -1.48639 -2.42843 -3.96407
47 O -1.96827 -3.93177 -2.07335
48 C -2.71442 -4.73328 -1.10800
49 C -3.27463 -3.99957 0.07984
50 C -2.51805 -4.85672 -4.55138
51 H -2.06475 -5.55854 -0.78263
52 H -3.58038 -5.18492 -1.59905
53 H -3.89337 -3.12892 -0.13376
54 H -2.53769 -3.78002 0.89694
55 H -4.03856 -4.67599 0.54411
56 H -2.98809 -4.47499 -5.47492
57 H -3.26863 -5.53560 -4.09623
58 H -1.51083 -5.21793 -4.63692
59 O -5.14713 3.17096 -2.09112
60 S -4.21099 4.22302 -2.39754
61 O -4.20329 5.02068 -3.57541
62 O -4.39649 5.30617 -1.25949
63 C -4.22796 5.08023 0.18646
64 C -5.09913 6.21266 0.75915
65 C -2.61702 3.58488 -2.14954
66 H -3.16475 5.15738 0.38377
67 H -4.68318 4.08097 0.42471
68 H -6.12021 6.17522 0.38417
69 H -4.71268 7.19318 0.52129
70 H -5.09718 6.11405 1.87100
71 H -2.59419 3.16811 -1.11042
72 H -1.93960 4.41588 -2.25170
73 H -2.43011 2.80419 -2.89113
74 O 3.04853 -8.17792 2.60628
75 S 1.63275 -8.48448 2.53322
76 O 1.19777 -9.75093 3.06063
77 O 0.86674 -7.41407 3.46097
78 C 1.43850 -6.10545 3.82296
79 C 0.84581 -5.79972 5.13781
80 C 0.96685 -8.22962 0.96508
81 H 1.24482 -5.32638 3.05054
82 H 2.50924 -6.30916 3.87145
83 H -0.18031 -5.69991 5.02431
84 H 1.30416 -4.91699 5.43773
85 H 1.16674 -6.58978 5.74645
86 H 1.53828 -8.85104 0.31933
87 H 1.18612 -7.18179 0.75481
88 H -0.07479 -8.45160 0.94148
89 O 0.37376 4.93491 -2.83501
90 S 0.99765 3.74579 -2.28518
91 O 0.26024 2.51711 -2.23455
92 O 2.39018 3.44698 -2.97751
93 C 3.27445 4.68071 -3.31167
94 C 4.24633 4.09080 -4.34065
95 C 1.58147 3.98434 -0.62736
96 H 3.83004 5.01025 -2.43204
97 H 2.57443 5.50700 -3.59587
98 H 3.68696 3.60256 -5.18442
99 H 4.88881 3.31930 -3.83460
100 H 4.93555 4.85990 -4.65924
101 H 2.22266 4.84816 -0.52730
102 H 2.16142 3.08011 -0.31239
103 H 0.77900 4.08249 0.10530
104 C -0.09512 0.26280 -0.14742
105 C 0.98998 0.71566 0.86092
106 O 1.21730 -0.46194 1.84163
107 S 0.41884 -1.69194 1.26749
108 O -0.26494 -2.32539 2.36750
109 O 1.26080 -2.48902 0.40351
110 O -0.73267 -0.91390 0.47937
111 H 0.35106 -0.10447 -1.07413
112 H -0.95252 0.89668 -0.27233
113 H 0.71170 1.51913 1.53077
114 H 1.88740 0.92995 0.28895
115 C -2.08728 -0.25535 4.24594
116 C -0.64411 -0.30514 4.72623
117 O -0.52347 0.88328 5.66699
118 S -1.88324 0.75808 6.47077
119 O -2.30123 2.03411 7.04276
120 O -1.73899 -0.38609 7.32457
121 O -2.81524 0.46752 5.27142
122 H -2.39495 -1.26370 4.07105
123 H -2.16517 0.43418 3.46125
124 H 0.04965 -0.12725 3.90306
125 H -0.44264 -1.23122 5.27234
126 C -4.88449 2.48733 -5.62025
127 C -3.53106 3.13488 -5.99967
128 O -2.52915 2.41366 -5.20621
129 S -2.91319 0.96069 -4.99255
130 O -2.52678 0.63502 -3.66217
131 O -2.52141 0.08160 -6.01796
132 O -4.49626 1.19664 -5.06092
133 H -5.55365 2.39022 -6.49667
134 H -5.36867 2.97316 -4.76612
135 H -3.41570 4.14208 -5.69591
136 H -3.26863 2.98032 -7.07469
137 C 1.40988 -4.63610 -3.65647
138 C 1.35264 -4.70588 -2.10758
139 O 1.29047 -6.15205 -1.79138
140 S 0.57376 -6.98957 -2.93315
141 O -0.81899 -7.21918 -2.61338
142 O 1.43128 -8.12072 -3.15889
143 O 0.64015 -5.79187 -4.07449
144 H 2.47443 -4.74101 -3.95855
145 H 0.94689 -3.75033 -3.97842
146 H 0.50399 -4.20768 -1.68380
147 H 2.29756 -4.28565 -1.72173
148 C -5.79426 -0.25619 -0.75936
149 C -4.33147 -0.19095 -1.12060
150 O -3.71696 0.22106 0.22603
151 S -4.73355 0.69108 1.28476
152 O -4.36546 1.99296 1.73612
153 O -5.03222 -0.40970 2.21905
154 O -6.07316 0.77015 0.29366
155 H -6.03504 -1.24258 -0.35004
156 H -6.47844 -0.02457 -1.55890
157 H -4.03153 0.59600 -1.73868
158 H -3.83648 -1.18123 -1.38417
159 C 0.58674 0.21499 -4.85256
160 C 2.00885 0.76531 -5.38861
161 O 2.89754 0.72216 -4.18352
162 S 2.34414 -0.44613 -3.26738
163 O 2.69188 -0.20480 -1.89161
164 O 2.64946 -1.72538 -3.77473
165 O 0.82849 -0.24042 -3.53369
166 H 0.17026 -0.68086 -5.43705
167 H -0.07296 1.03755 -4.78730
168 H 1.89745 1.81470 -5.67745
169 H 2.47275 0.14919 -6.15763

The value obtained for the HOMO-LUMO gap is 10.34 eV.

---

(2)
ORCA calculation (wB97M-V/def2-TZVPD) on one molecule with the formula C3H4O3.

Geometry (Å):
1 O -1.37436 -1.64439 0.53878
2 C -1.10276 -0.36372 0.57837
3 O 0.07613 0.01082 1.32508
4 C 0.11592 0.41145 -0.05874
5 C 1.22185 0.62346 -0.93684
6 O 0.36207 1.68216 -0.37476
7 H -0.62282 -2.16437 0.82791
8 H -1.90532 0.25740 0.67180
9 H 2.24670 0.52233 -0.65405
10 H 0.98259 0.66486 -1.91755

Its SMILES is O[C@H]1O[C@@]12CO2. The value obtained for the HOMO-LUMO gap is 10.33 eV.

---

(3)
ORCA calculation (wB97M-V/def2-TZVPD) on C46H53AsKN9O3S as an isolated structure.

Geometry (Å):
1 K -0.49713 0.48847 0.10017
2 C 1.68229 -13.59119 2.10382
3 O 2.62231 -12.69012 1.57191
4 C 2.25717 -11.39604 1.48138
5 C 0.99198 -10.93969 1.87571
6 C 0.72000 -9.57408 1.75961
7 C 1.69193 -8.74569 1.20827
8 C 2.92663 -9.21320 0.76648
9 C 3.22244 -10.58012 0.89889
10 C 1.35249 -7.38594 1.12294
11 N 0.25539 -6.84497 1.51624
12 C 0.42907 -5.53030 1.19668
13 C 1.55013 -5.26415 0.53517
14 N 2.27953 -6.51398 0.51977
15 C 2.03159 -3.97057 0.10589
16 C 3.23903 -3.69204 -0.53253
17 C 3.45595 -2.26700 -0.81689
18 C 2.52785 -1.33735 -0.35040
19 N 1.30286 -1.70907 0.13237
20 C 1.01805 -3.00775 0.36859
21 C -0.26182 -3.26824 0.96400
22 N -1.12337 -2.23530 1.12591
23 C -2.26988 -2.46875 1.77297
24 C -2.68235 -3.76099 2.16062
25 C -1.83362 -4.82989 2.06239
26 C -0.60893 -4.55617 1.46523
27 H 2.12899 -14.57593 2.09668
28 H 0.76513 -13.58594 1.51079
29 H 1.37690 -13.31402 3.12442
30 H 0.22976 -11.65062 2.30586
31 H -0.22460 -9.05978 1.99047
32 H 3.53490 -8.40269 0.33870
33 H 4.18880 -11.04119 0.60580
34 H 3.15284 -6.75856 0.12644
35 H 4.00380 -4.45338 -0.90838
36 H 4.33219 -1.97460 -1.42370
37 H 2.76052 -0.26466 -0.49773
38 H -2.95149 -1.63627 2.00240
39 H -3.69196 -3.88129 2.51288
40 H -2.07569 -5.83001 2.41045
41 N 0.81810 0.22503 3.09811
42 N -0.32314 -0.27129 3.65195
43 C -1.59882 0.02194 3.53794
44 N -2.37645 -0.79304 4.39949
45 S -2.38447 1.15820 2.56964
46 H 1.46759 -0.48926 2.77820
47 H 2.17680 0.74206 1.99868
48 H -0.09149 -0.91406 4.37169
49 H -1.91708 -1.12056 5.23382
50 H -3.29760 -0.39535 4.55127
51 N -3.71606 -1.91452 -0.75395
52 H -3.06703 -2.55738 -1.11217
53 H -3.65123 -2.03789 0.25331
54 H -4.58895 -2.09451 -1.21351
55 C 0.75207 -0.44948 -3.95523
56 O 0.70932 -0.35475 -2.51279
57 H 0.59418 0.57148 -4.29281
58 H -0.15318 -0.97507 -4.27392
59 H 1.66651 -0.91425 -4.39907
60 H -0.00802 -1.02627 -2.19290
61 O 2.13043 1.62403 0.96227
62 C -3.47591 9.16855 -1.22137
63 C -2.69366 7.94077 -0.79277
64 C -1.89028 7.23608 -1.68216
65 C -1.20562 6.08481 -1.32027
66 C -0.45555 5.38488 -2.42472
67 C -1.20277 5.64795 0.02331
68 As -0.31092 3.81295 0.54831
69 N -1.28932 2.97931 -0.71594
70 C -2.36520 3.00574 -1.49020
71 C -3.48602 3.96460 -1.52732
72 C -4.60363 3.55629 -2.22705
73 C -4.53808 2.52763 -3.12640
74 C -3.36251 1.74588 -3.29732
75 C -2.25431 1.99383 -2.47745
76 C 1.47163 4.39213 -0.30067
77 C 2.06799 3.75141 -1.41686
78 C 1.37977 2.77420 -2.34688
79 C 3.36094 4.11341 -1.70946
80 C 4.01803 5.21750 -1.16839
81 C 5.28329 5.73286 -1.83353
82 C 3.35008 5.93098 -0.17154
83 C 2.12362 5.46860 0.33489
84 C 1.47648 6.16652 1.51499
85 C -2.03951 6.32879 0.93266
86 C -2.24601 5.84086 2.35030
87 C -2.78681 7.44879 0.49883
88 H -3.35589 9.34666 -2.30548
89 H -3.10638 10.07886 -0.67632
90 H -4.55464 9.06907 -1.01434
91 H -1.83065 7.59292 -2.70148
92 H -0.99150 5.62512 -3.36100
93 H -0.46439 4.31659 -2.22889
94 H 0.59207 5.70857 -2.43331
95 H -3.47118 4.79851 -0.84126
96 H -5.54461 4.08384 -2.10761
97 H -5.42470 2.30508 -3.70773
98 H -3.30666 1.00317 -4.07701
99 H -1.41669 1.41123 -2.26532
100 H 0.32187 2.76116 -2.14745
101 H 1.76862 1.73721 -2.20994
102 H 1.43721 3.04219 -3.40089
103 H 3.88092 3.60353 -2.50627
104 H 5.49989 5.08011 -2.70667
105 H 6.17814 5.77210 -1.17452
106 H 5.14709 6.76501 -2.21103
107 H 3.79515 6.82446 0.23403
108 H 2.22582 6.79372 2.03147
109 H 1.05118 5.42640 2.23831
110 H 0.63219 6.80211 1.21783
111 H -1.62962 4.94064 2.53531
112 H -3.31881 5.60758 2.55792
113 H -1.94995 6.62391 3.08570
114 H -3.44139 7.94288 1.21266

Its total charge is -2. The value obtained for the HOMO-LUMO gap is 2.92 eV.

---

(4)
ORCA calculation (wB97M-V/def2-TZVPD) on a 2-piece molecular cluster, C5H10N2O overall.

Geometry (Å):
1 C 1.69294 -0.93836 1.94819
2 C 1.59087 -1.15670 0.37208
3 C 0.57413 -0.43930 -0.48097
4 C 0.21891 -0.69624 -1.83009
5 N -0.84659 0.21812 -2.15132
6 C -1.09500 0.95376 -1.01271
7 N -0.22139 0.52744 -0.00770
8 H 2.60416 -1.16784 2.33415
9 H 0.79319 -1.46599 2.23144
10 H 1.53296 0.10935 2.19817
11 H 2.53246 -1.13400 -0.22940
12 H 1.47762 -2.24755 0.12974
13 H 0.62890 -1.32224 -2.55350
14 H -1.12977 0.42090 -3.08535
15 H -1.62886 1.87847 -1.01998
16 O -1.82401 1.27581 2.16172
17 H -1.22883 1.14120 1.30023
18 H -1.40496 2.02334 2.53491

Its SMILES is CCc1c[nH]cn1.O. The value obtained for the HOMO-LUMO gap is 9.40 eV.

---

(5)
ORCA calculation (wB97M-V/def2-TZVPD) on one molecule with the formula C20H27N5O3.

Geometry (Å):
1 C -6.69242 -0.90486 0.53805
2 C -5.29174 -0.58101 0.03050
3 C -4.19721 -0.95989 1.03689
4 C -4.16338 0.00266 2.22096
5 C -2.80351 -0.99779 0.37657
6 N -2.51717 0.18772 -0.39855
7 C -1.64765 1.14489 0.00497
8 O -0.98780 1.08411 1.01391
9 O -1.64910 2.14290 -0.89663
10 C -0.79660 3.29952 -0.71696
11 C -1.16255 4.03275 0.57324
12 C 0.67335 2.88096 -0.71083
13 C -1.09942 4.17412 -1.93454
14 C -2.62342 -2.21552 -0.52720
15 O -3.51213 -2.92053 -0.94801
16 N -1.32723 -2.46626 -0.88182
17 N -0.28649 -1.78283 -0.39955
18 C 0.89230 -2.07054 -0.78240
19 C 2.04571 -1.36632 -0.26676
20 C 1.88431 -0.34844 0.70816
21 C 2.96317 0.32172 1.20295
22 C 4.26340 0.00664 0.75229
23 N 5.32969 0.66960 1.24401
24 C 6.50640 0.33062 0.78986
25 C 6.67490 -0.68370 -0.17592
26 N 5.66474 -1.34301 -0.67448
27 C 4.43317 -1.01652 -0.22437
28 C 3.30603 -1.69193 -0.72192
29 H -6.93104 -0.33981 1.43548
30 H -7.43090 -0.65948 -0.22180
31 H -6.77481 -1.96522 0.76404
32 H -5.22794 0.48677 -0.19188
33 H -5.12761 -1.13997 -0.89155
34 H -4.40258 -1.97222 1.39936
35 H -3.91193 1.00597 1.88424
36 H -3.41482 -0.30801 2.94570
37 H -5.12766 0.03593 2.71962
38 H -2.02893 -1.03207 1.15197
39 H -3.05085 0.35953 -1.23504
40 H -0.56781 4.93744 0.66109
41 H -0.96869 3.39705 1.43261
42 H -2.21659 4.30257 0.56441
43 H 1.30544 3.76440 -0.70419
44 H 0.89157 2.28274 0.16833
45 H 0.89882 2.29212 -1.59759
46 H -2.15505 4.43158 -1.95556
47 H -0.51233 5.08644 -1.89149
48 H -0.85667 3.63776 -2.84797
49 H -1.17245 -3.24815 -1.52795
50 H 1.08149 -2.86598 -1.51473
51 H 0.88327 -0.11596 1.03689
52 H 2.85714 1.09869 1.94374
53 H 7.35540 0.86804 1.19122
54 H 7.65759 -0.95231 -0.54059
55 H 3.46050 -2.46309 -1.46197

Its SMILES is CC[C@H](C)[C@H](NC(=O)OC(C)(C)C)C(=O)N/N=C/c1ccc2nccnc2c1. The value obtained for the HOMO-LUMO gap is 8.19 eV.